# 1
90
Properties=species:S:1:pos:R:3:lowdin_charge:R:1 method="wB97M-V/def2-TZVPD" relative_energy_ev=0.444 charge=-2 e_tot_ha=-4180.60934 e_homo_ev=-2.44 homo_lumo_gap_ha=0.2263 fmax_ev_per_a=1.37 mol_weight_g_mol=1121.871
Mg -2.00 1.52 -0.92 0.38
N -4.12 0.89 -1.30 -0.04
C -4.63 1.88 -2.29 -0.20
C -4.03 3.27 -2.02 -0.57
O -4.76 4.27 -2.07 -0.03
N -2.72 3.20 -1.75 -0.07
C -2.07 4.37 -1.19 -0.15
C -1.33 4.00 0.11 -0.63
O -0.67 4.87 0.68 -0.01
O -1.45 2.77 0.50 -0.17
H -4.62 1.02 -0.42 0.09
H -4.31 -0.05 -1.63 0.00
H -4.31 1.55 -3.28 0.03
H -5.71 1.95 -2.29 0.11
H -1.33 4.80 -1.88 0.10
H -2.79 5.16 -0.96 0.11
Te -0.08 -0.11 3.73 1.23
C 0.81 -2.00 4.20 -0.54
C 0.04 -3.14 4.38 -0.14
C 0.68 -4.37 4.54 -0.18
N 2.00 -4.53 4.55 0.04
C 2.73 -3.42 4.40 -0.17
C 2.19 -2.15 4.22 -0.14
C -0.08 -0.30 1.67 -1.02
P 1.00 0.67 0.61 0.92
C 2.09 1.68 1.70 -0.39
C 1.60 2.92 2.12 -0.10
C 2.32 3.71 2.99 -0.08
C 3.56 3.28 3.47 -0.11
C 4.06 2.05 3.06 -0.11
C 3.33 1.26 2.18 -0.11
C 2.26 -0.58 0.03 -0.38
C 2.31 -1.88 0.49 -0.10
C 3.22 -2.80 -0.04 -0.09
C 4.08 -2.42 -1.06 -0.11
C 4.03 -1.11 -1.54 -0.10
C 3.13 -0.20 -1.00 -0.12
P -1.56 -0.60 0.70 0.88
C -3.07 -1.01 1.65 -0.38
C -3.51 -0.13 2.65 -0.14
C -4.67 -0.39 3.35 -0.09
C -5.44 -1.51 3.06 -0.11
C -5.05 -2.35 2.03 -0.09
C -3.88 -2.10 1.32 -0.10
C -1.05 -2.26 0.03 -0.35
C -1.06 -3.42 0.80 -0.11
C -0.48 -4.59 0.35 -0.09
C 0.13 -4.63 -0.91 -0.11
C 0.16 -3.48 -1.68 -0.08
C -0.41 -2.31 -1.21 -0.12
H -1.04 -3.09 4.39 0.09
H 0.09 -5.28 4.66 0.09
H 3.81 -3.55 4.40 0.09
H 2.84 -1.30 4.07 0.08
H 0.64 3.27 1.72 0.08
H 1.93 4.68 3.28 0.10
H 4.13 3.90 4.15 0.09
H 5.02 1.71 3.43 0.09
H 3.73 0.30 1.88 0.09
H 1.61 -2.18 1.27 0.08
H 3.24 -3.81 0.35 0.10
H 4.76 -3.13 -1.49 0.09
H 4.69 -0.81 -2.35 0.09
H 3.10 0.82 -1.38 0.10
H -2.94 0.77 2.85 0.08
H -4.99 0.30 4.13 0.10
H -6.34 -1.72 3.63 0.09
H -5.65 -3.21 1.76 0.10
H -3.60 -2.75 0.50 0.10
H -1.52 -3.41 1.78 0.09
H -0.48 -5.47 0.98 0.09
H 0.57 -5.55 -1.27 0.09
H 0.64 -3.49 -2.65 0.10
H -0.34 -1.41 -1.81 0.02
I -1.42 0.46 -3.69 0.85
I -4.11 -1.37 -4.36 -0.46
Cl 1.64 4.35 -2.86 0.72
C 1.93 3.23 -4.15 -0.60
C 2.83 3.61 -5.14 -0.13
C 3.10 2.76 -6.19 -0.11
C 2.46 1.52 -6.25 -0.09
C 1.57 1.16 -5.26 -0.07
C 1.29 1.99 -4.18 -0.33
C 0.38 1.54 -3.06 -0.53
H 3.31 4.58 -5.07 0.09
H 3.82 3.05 -6.95 0.09
H 2.65 0.85 -7.08 0.10
H 1.07 0.20 -5.32 0.08
H 0.07 2.39 -2.46 0.00
H 0.92 0.84 -2.42 0.01

# 2
88
Properties=species:S:1:pos:R:3:lowdin_charge:R:1 method="wB97M-V/def2-TZVPD" relative_energy_ev=0.000 charge=+4 e_tot_ha=-2819.90855 spin_multiplicity=4 e_homo_ev="-18.24 / -18.26" homo_lumo_gap_ha="0.2405 / 0.1840" s2=3.78 fmax_ev_per_a=0.39 mol_weight_g_mol=992.848
Re -0.27 0.33 -0.03 1.27
O -2.43 -6.09 0.13 -0.04
C -3.19 -5.24 -0.71 -0.16
C -2.51 -3.89 -0.72 -0.11
C -3.24 -2.72 -0.91 0.06
C -2.59 -1.51 -0.82 -0.08
N -1.26 -1.42 -0.59 -0.07
C -0.53 -2.56 -0.51 -0.16
C -1.13 -3.80 -0.55 0.09
C 0.93 -2.36 -0.44 -0.17
C 1.83 -3.40 -0.47 0.10
C 3.20 -3.15 -0.52 -0.10
C 4.19 -4.27 -0.57 -0.18
O 3.48 -5.48 -0.50 -0.03
C 3.61 -1.81 -0.55 0.05
C 2.67 -0.82 -0.49 -0.12
N 1.34 -1.06 -0.42 -0.07
H -2.68 -7.01 -0.02 0.13
H -4.22 -5.13 -0.36 0.15
H -3.23 -5.61 -1.74 0.16
H -4.30 -2.73 -1.08 0.15
H -3.12 -0.58 -0.91 0.08
H -0.55 -4.70 -0.44 0.14
H 1.50 -4.43 -0.48 0.13
H 4.89 -4.15 0.26 0.16
H 4.77 -4.17 -1.50 0.16
H 4.08 -6.23 -0.58 0.13
H 4.66 -1.55 -0.62 0.15
H 2.98 0.21 -0.54 0.04
I 1.61 2.34 0.44 1.34
C 0.92 4.33 0.68 -0.51
C 1.98 5.13 1.02 -0.13
C 1.78 6.52 1.15 -0.01
C 0.54 7.03 0.92 0.03
C -0.55 6.20 0.58 -0.12
C -1.82 6.80 0.36 0.05
C -2.92 6.06 0.05 0.00
C -2.79 4.67 -0.02 -0.05
C -1.57 4.02 0.16 -0.28
P -1.81 2.26 -0.02 0.97
C -3.17 1.78 1.03 -0.39
C -2.99 2.13 2.39 -0.09
C -3.96 1.81 3.31 -0.03
C -5.12 1.16 2.91 -0.01
C -5.31 0.83 1.58 -0.02
C -4.34 1.13 0.63 -0.09
C -1.99 1.74 -1.75 -0.35
C -0.76 1.23 -2.26 -0.26
C -0.73 0.56 -3.49 -0.01
C -1.90 0.43 -4.22 0.00
C -3.09 0.98 -3.74 0.02
C -3.15 1.61 -2.50 -0.05
C -0.40 4.78 0.46 -0.18
H 2.97 4.73 1.18 0.10
H 2.62 7.15 1.41 0.14
H 0.37 8.10 1.00 0.14
H -1.89 7.88 0.45 0.15
H -3.88 6.52 -0.11 0.14
H -3.69 4.09 -0.22 0.12
H -2.10 2.67 2.70 0.12
H -3.83 2.08 4.35 0.13
H -5.88 0.91 3.64 0.14
H -6.23 0.35 1.26 0.13
H -4.53 0.89 -0.40 0.09
H 0.19 1.65 -1.91 0.05
H 0.21 0.22 -3.90 0.14
H -1.89 -0.06 -5.19 0.14
H -3.98 0.92 -4.34 0.14
H -4.09 2.02 -2.15 0.12
O -1.84 -4.28 2.40 -0.04
C -2.03 -4.27 3.80 -0.20
N -3.07 -3.34 4.19 0.13
C -2.98 -2.00 4.09 -0.44
O -3.89 -1.21 4.26 0.12
C -1.63 -1.44 3.67 -0.08
C -0.55 -1.35 4.54 0.07
C 0.63 -0.77 4.09 0.02
C 0.69 -0.30 2.80 -0.11
N -0.37 -0.35 1.96 -0.11
C -1.51 -0.91 2.41 -0.04
H -2.21 -5.09 2.01 0.07
H -1.08 -3.96 4.25 0.12
H -2.29 -5.25 4.19 0.15
H -3.98 -3.69 4.46 0.17
H -0.62 -1.74 5.55 0.16
H 1.50 -0.69 4.72 0.14
H 1.61 0.13 2.41 0.07
H -2.36 -0.93 1.73 0.12

# 3
91
Properties=species:S:1:pos:R:3:lowdin_charge:R:1 method="wB97M-V/def2-TZVPD" relative_energy_ev=0.740 charge=+3 e_tot_ha=-10634.75681 e_homo_ev=-15.40 homo_lumo_gap_ha=0.2296 fmax_ev_per_a=1.49 mol_weight_g_mol=1059.272
Ti -1.08 0.39 0.19 1.01
O -4.79 -1.29 1.23 0.02
C -4.92 -2.20 0.21 -0.25
C -6.18 -2.67 -0.10 0.02
C -6.35 -3.53 -1.17 -0.03
C -5.27 -3.95 -1.93 -0.05
C -4.00 -3.47 -1.62 -0.02
C -3.81 -2.60 -0.55 -0.12
C -2.44 -2.07 -0.30 -0.34
O -2.33 -0.65 -0.45 -0.29
N -2.00 -2.30 1.07 0.03
N -0.95 -1.45 1.44 -0.04
C -0.22 -1.85 2.43 -0.15
C 0.69 -1.03 3.17 -0.58
Br 0.50 0.83 2.83 0.98
C 1.52 -1.43 4.15 -0.04
C 1.89 -2.78 4.52 -0.22
C 2.28 -2.99 5.85 -0.01
C 2.56 -4.26 6.31 -0.03
C 2.48 -5.34 5.44 -0.03
C 2.15 -5.15 4.10 -0.05
C 1.86 -3.88 3.64 -0.05
H -4.00 -1.52 1.74 0.10
H -7.02 -2.35 0.51 0.13
H -7.35 -3.89 -1.41 0.12
H -5.40 -4.64 -2.75 0.12
H -3.15 -3.79 -2.21 0.12
H -1.76 -2.53 -1.01 0.11
H -1.87 -3.28 1.30 0.16
H -0.38 -2.85 2.81 0.15
H 1.96 -0.64 4.75 0.12
H 2.33 -2.14 6.52 0.13
H 2.84 -4.41 7.34 0.12
H 2.72 -6.34 5.79 0.12
H 2.15 -5.99 3.42 0.12
H 1.70 -3.72 2.58 0.10
N -4.31 1.47 1.22 0.29
C -3.22 1.96 1.71 -0.56
O -2.06 1.58 1.30 -0.22
C -3.28 2.99 2.78 -0.50
I -2.67 4.86 1.93 0.98
H -4.27 0.66 0.61 0.12
H -5.21 1.69 1.62 0.16
H -2.56 2.77 3.56 0.07
H -4.27 3.12 3.18 0.07
O 0.57 0.81 -0.30 -0.58
As 2.00 1.26 -1.23 1.37
C 2.90 2.68 -0.35 -0.31
C 3.63 3.56 -1.15 -0.08
C 4.38 4.55 -0.54 -0.04
C 4.40 4.67 0.84 -0.03
C 3.68 3.77 1.63 -0.04
C 2.93 2.77 1.04 -0.10
C 1.56 1.97 -2.94 -0.36
C 1.05 3.27 -2.94 -0.11
C 0.80 3.89 -4.15 -0.05
C 1.07 3.23 -5.34 -0.03
C 1.58 1.93 -5.33 -0.04
C 1.83 1.29 -4.12 -0.12
C 3.05 -0.32 -1.17 -0.30
C 3.95 -0.63 -2.18 -0.07
C 4.81 -1.71 -2.00 -0.04
C 4.76 -2.44 -0.82 -0.03
C 3.87 -2.11 0.19 -0.05
C 3.00 -1.04 0.02 -0.09
H 3.63 3.47 -2.22 0.11
H 4.96 5.23 -1.15 0.13
H 4.98 5.45 1.31 0.13
H 3.71 3.86 2.71 0.12
H 2.40 2.06 1.65 0.01
H 0.88 3.80 -2.01 0.12
H 0.41 4.90 -4.17 0.12
H 0.90 3.72 -6.29 0.13
H 1.80 1.42 -6.26 0.13
H 2.21 0.28 -4.12 0.09
H 4.02 -0.04 -3.08 0.10
H 5.51 -1.97 -2.78 0.13
H 5.45 -3.27 -0.68 0.13
H 3.86 -2.68 1.12 0.11
H 2.31 -0.77 0.81 0.08
Br -0.65 -0.65 -2.85 0.99
C -1.61 0.98 -2.75 -0.64
C -2.16 1.48 -3.91 -0.06
C -2.84 2.69 -3.84 0.00
C -2.91 3.36 -2.63 -0.01
C -2.34 2.78 -1.52 -0.10
N -1.70 1.59 -1.56 -0.05
H -2.06 0.93 -4.84 0.12
H -3.29 3.10 -4.73 0.14
H -3.41 4.31 -2.54 0.13
H -2.37 3.28 -0.56 0.04

Please write out number 2 again, unchanged.
88
Properties=species:S:1:pos:R:3:lowdin_charge:R:1 method="wB97M-V/def2-TZVPD" relative_energy_ev=0.000 charge=+4 e_tot_ha=-2819.90855 spin_multiplicity=4 e_homo_ev="-18.24 / -18.26" homo_lumo_gap_ha="0.2405 / 0.1840" s2=3.78 fmax_ev_per_a=0.39 mol_weight_g_mol=992.848
Re -0.27 0.33 -0.03 1.27
O -2.43 -6.09 0.13 -0.04
C -3.19 -5.24 -0.71 -0.16
C -2.51 -3.89 -0.72 -0.11
C -3.24 -2.72 -0.91 0.06
C -2.59 -1.51 -0.82 -0.08
N -1.26 -1.42 -0.59 -0.07
C -0.53 -2.56 -0.51 -0.16
C -1.13 -3.80 -0.55 0.09
C 0.93 -2.36 -0.44 -0.17
C 1.83 -3.40 -0.47 0.10
C 3.20 -3.15 -0.52 -0.10
C 4.19 -4.27 -0.57 -0.18
O 3.48 -5.48 -0.50 -0.03
C 3.61 -1.81 -0.55 0.05
C 2.67 -0.82 -0.49 -0.12
N 1.34 -1.06 -0.42 -0.07
H -2.68 -7.01 -0.02 0.13
H -4.22 -5.13 -0.36 0.15
H -3.23 -5.61 -1.74 0.16
H -4.30 -2.73 -1.08 0.15
H -3.12 -0.58 -0.91 0.08
H -0.55 -4.70 -0.44 0.14
H 1.50 -4.43 -0.48 0.13
H 4.89 -4.15 0.26 0.16
H 4.77 -4.17 -1.50 0.16
H 4.08 -6.23 -0.58 0.13
H 4.66 -1.55 -0.62 0.15
H 2.98 0.21 -0.54 0.04
I 1.61 2.34 0.44 1.34
C 0.92 4.33 0.68 -0.51
C 1.98 5.13 1.02 -0.13
C 1.78 6.52 1.15 -0.01
C 0.54 7.03 0.92 0.03
C -0.55 6.20 0.58 -0.12
C -1.82 6.80 0.36 0.05
C -2.92 6.06 0.05 0.00
C -2.79 4.67 -0.02 -0.05
C -1.57 4.02 0.16 -0.28
P -1.81 2.26 -0.02 0.97
C -3.17 1.78 1.03 -0.39
C -2.99 2.13 2.39 -0.09
C -3.96 1.81 3.31 -0.03
C -5.12 1.16 2.91 -0.01
C -5.31 0.83 1.58 -0.02
C -4.34 1.13 0.63 -0.09
C -1.99 1.74 -1.75 -0.35
C -0.76 1.23 -2.26 -0.26
C -0.73 0.56 -3.49 -0.01
C -1.90 0.43 -4.22 0.00
C -3.09 0.98 -3.74 0.02
C -3.15 1.61 -2.50 -0.05
C -0.40 4.78 0.46 -0.18
H 2.97 4.73 1.18 0.10
H 2.62 7.15 1.41 0.14
H 0.37 8.10 1.00 0.14
H -1.89 7.88 0.45 0.15
H -3.88 6.52 -0.11 0.14
H -3.69 4.09 -0.22 0.12
H -2.10 2.67 2.70 0.12
H -3.83 2.08 4.35 0.13
H -5.88 0.91 3.64 0.14
H -6.23 0.35 1.26 0.13
H -4.53 0.89 -0.40 0.09
H 0.19 1.65 -1.91 0.05
H 0.21 0.22 -3.90 0.14
H -1.89 -0.06 -5.19 0.14
H -3.98 0.92 -4.34 0.14
H -4.09 2.02 -2.15 0.12
O -1.84 -4.28 2.40 -0.04
C -2.03 -4.27 3.80 -0.20
N -3.07 -3.34 4.19 0.13
C -2.98 -2.00 4.09 -0.44
O -3.89 -1.21 4.26 0.12
C -1.63 -1.44 3.67 -0.08
C -0.55 -1.35 4.54 0.07
C 0.63 -0.77 4.09 0.02
C 0.69 -0.30 2.80 -0.11
N -0.37 -0.35 1.96 -0.11
C -1.51 -0.91 2.41 -0.04
H -2.21 -5.09 2.01 0.07
H -1.08 -3.96 4.25 0.12
H -2.29 -5.25 4.19 0.15
H -3.98 -3.69 4.46 0.17
H -0.62 -1.74 5.55 0.16
H 1.50 -0.69 4.72 0.14
H 1.61 0.13 2.41 0.07
H -2.36 -0.93 1.73 0.12